82
Properties=species:S:1:pos:R:3:mulliken_charge:R:1 method="wB97M-V/def2-TZVPD" charge=+2 homo_energy_ev=-12.1
P 1.510 1.885 -6.032 0.011
C 3.066 1.803 -5.099 1.137
C 3.859 1.102 -6.064 -0.739
H 3.356 0.427 -6.765 0.328
C 5.186 1.448 -6.298 -0.749
H 5.703 1.054 -7.164 0.419
C 5.802 2.334 -5.405 -0.393
H 6.837 2.616 -5.579 0.397
C 5.123 2.824 -4.293 -0.527
H 5.658 3.461 -3.577 0.388
C 3.750 2.550 -4.096 -0.615
H 3.221 2.903 -3.203 0.404
C 0.656 0.245 -5.817 0.290
C 1.138 -1.007 -5.357 -0.128
H 1.996 -1.046 -4.673 0.532
C 0.534 -2.200 -5.791 -0.537
H 0.968 -3.175 -5.531 0.460
C -0.587 -2.169 -6.641 -0.524
H -1.001 -3.092 -7.035 0.476
C -1.179 -0.937 -6.950 -0.929
H -2.048 -0.895 -7.624 0.465
C -0.611 0.234 -6.458 -0.634
H -1.085 1.188 -6.712 0.426
C 0.412 3.156 -5.193 0.728
C 0.583 4.021 -6.309 -0.487
H 1.358 3.737 -7.060 0.234
C -0.241 5.098 -6.588 -0.721
H -0.111 5.670 -7.513 0.430
C -1.233 5.419 -5.633 -0.503
H -1.879 6.275 -5.818 0.379
C -1.375 4.661 -4.466 -0.677
H -2.130 4.961 -3.720 0.377
C -0.574 3.514 -4.232 0.242
H -0.689 2.963 -3.286 0.233
Hf -0.025 -0.067 0.512 -0.104
C -1.924 -0.911 -0.418 -0.308
C -2.310 -0.950 -1.721 0.043
H -2.659 -1.164 0.380 0.016
C -1.521 -0.289 -2.903 1.761
O -2.347 0.828 -3.432 -0.667
H -1.789 1.297 -4.075 0.107
C -0.375 0.125 -2.261 -1.093
H -1.099 -1.015 -3.631 -0.367
C 0.426 0.496 -1.353 0.392
Cl -0.677 -0.720 2.603 -0.376
Cl 2.121 0.928 1.011 -0.421
P 1.446 -2.132 -0.575 1.154
C 2.271 -2.611 0.957 -1.373
H 1.545 -2.928 1.709 0.409
H 2.816 -1.763 1.382 0.386
H 2.972 -3.416 0.727 0.467
C 0.357 -3.506 -0.976 -1.209
H -0.099 -3.348 -1.957 0.189
H -0.457 -3.560 -0.250 0.330
H 0.914 -4.445 -0.981 0.521
C 2.752 -2.232 -1.801 -1.243
H 3.319 -1.301 -1.842 0.364
H 2.369 -2.430 -2.803 0.189
H 3.447 -3.034 -1.538 0.557
P -3.834 -1.747 -2.304 1.418
C -4.430 -2.822 -0.988 -1.315
C -3.549 -2.728 -3.771 -1.259
H -4.522 -2.257 -0.048 0.456
H -3.730 -3.664 -0.864 0.406
H -5.418 -3.215 -1.277 0.428
H -3.309 -2.119 -4.645 0.344
H -4.449 -3.305 -4.003 0.487
H -2.741 -3.441 -3.601 0.400
C -5.096 -0.520 -2.695 -1.316
H -5.366 0.059 -1.803 0.426
H -6.003 -1.024 -3.053 0.470
H -4.739 0.163 -3.475 0.351
H 1.125 1.264 -1.778 0.463
C -1.849 2.924 2.401 -0.951
C -0.631 2.928 1.508 -0.294
O -0.911 1.932 0.428 -0.268
H -2.698 3.422 1.888 0.319
H -1.613 3.471 3.317 0.395
H -2.127 1.886 2.660 0.227
H -0.424 3.870 0.999 0.360
H 0.275 2.534 2.000 0.265
H -1.495 2.307 -0.263 0.269